(1)
C4H5NO | ωB97M-V/def2-TZVPD

The SMILES is C[C@@]1(C#N)CO1. As for the total energy: -7763.74321 eV. As for the HOMO energy: -0.3842 Eh. The calculation puts the energy relative to the best compared isomer or geometry (same formula, charge and spin) at 64.2 kcal per mole. For the gap between HOMO and LUMO, the calculation gives 11.28 eV. The largest force on an atom comes out at 0.02652 hartree/bohr.

```
11
Properties=species:S:1:pos:R:3:mulliken_charge:R:1
H -1.7088 -0.7786 0.8688 0.28
H -2.1092 0.4410 -0.3586 0.34
H 1.2951 -0.7252 1.5265 0.23
H 2.4669 -0.1136 0.2720 0.29
H -1.5543 -1.1667 -0.8477 0.30
O 0.8695 -1.0063 -0.6348 -0.40
C 1.4242 -0.4142 0.5000 -0.36
N 0.3695 2.6132 -0.5274 -0.41
C -1.4097 -0.3700 -0.0976 -1.10
C 0.0879 0.0607 -0.1753 0.96
C 0.2689 1.4596 -0.5259 -0.13
```


(2)
C16H48N8O8 | ωB97M-V/def2-TZVPD

The SMILES is NC(N)=O.NC(N)=O.NC(N)=O.NC(N)=O.CC(C)O.CC(C)O.CC(C)O.CC(C)O. As for the total energy: -45674.74887 eV. As for the HOMO energy: -0.3559 Eh. The calculation puts the energy relative to the best compared isomer or geometry (same formula, charge and spin) at 0.0 kcal per mole. For the gap between HOMO and LUMO, the calculation gives 10.23 eV. The largest force on an atom comes out at 0.07435 hartree/bohr.

```
80
Properties=species:S:1:pos:R:3:mulliken_charge:R:1
O -0.8411 2.8065 -3.4490 -0.58
C 0.6080 3.0562 -3.4092 0.51
O -3.7420 3.2045 0.4379 -0.65
C 2.5558 -6.8884 -4.2585 -1.41
C 1.1428 1.6098 -3.1597 -0.91
H 0.8019 2.7612 -5.4803 0.30
C 2.0119 1.1260 3.7450 0.49
H 1.6795 -7.5223 -4.3265 0.35
O 3.0880 1.6316 3.6443 -0.67
C 2.2171 -5.6188 -3.4220 0.55
H 2.5671 -6.6810 -1.6732 0.38
H -0.0857 -3.2680 -3.0457 0.10
H 4.4442 0.2408 2.0061 0.27
H -2.4047 5.5111 0.0634 0.49
H -1.4947 -2.6266 -2.2239 0.25
H 1.7876 -0.7602 0.1264 0.08
C -2.6679 1.3963 5.9150 -1.61
O 3.9064 -0.4756 -0.9509 -0.70
H -1.7531 1.8704 6.1399 0.36
N 2.5486 -0.8853 0.7695 -0.31
H 2.2429 1.5804 -2.8728 0.36
H 2.6886 -0.4868 4.8382 0.23
H 1.0142 -0.4511 4.4718 0.16
O -3.8868 -1.5379 2.3157 -0.68
C 1.6977 -6.0948 -2.0667 -1.21
H -3.7271 3.5234 4.2641 0.41
H 2.2166 -0.9110 -1.8453 -0.04
O -0.2119 -0.9068 -1.0147 -0.65
H -0.8869 3.5698 1.2815 0.24
O 1.2960 -4.7452 -4.1256 -0.54
H 0.7283 2.5952 3.1027 0.15
H -1.4841 1.8674 0.9063 -0.19
H -3.9524 0.9620 4.2298 0.33
H -4.0504 3.9128 1.0134 0.33
H -1.5633 -0.6941 0.3533 0.03
H -3.0534 0.0811 0.6441 0.19
H 1.7414 -4.4318 -4.8981 0.31
C 3.7575 -0.4810 0.2895 0.73
H -2.5669 2.6384 -1.1399 0.06
H 2.0370 3.8358 -4.7678 0.36
C -2.5315 3.3472 -0.2579 0.92
N 1.5207 -1.5733 -2.2609 -0.24
C -2.3591 4.7938 -0.7514 -1.60
H 1.9577 -2.4297 -2.5766 0.27
C -2.9218 2.8465 3.8889 -0.59
N 1.9448 -0.1517 4.2338 -0.37
C -2.9594 1.4386 4.4424 0.74
H 5.5467 0.3135 0.7737 0.30
H 1.5258 -5.2562 -1.4320 0.29
C -2.8486 -1.5691 1.6886 0.69
C 0.9988 3.5688 -4.7607 -1.33
H 0.7951 3.6664 -2.5211 0.33
N -2.1532 -2.7354 1.8196 -0.41
H 0.3867 4.3919 -5.0031 0.43
H -1.2554 -2.9221 1.4476 0.14
C -1.2874 2.8638 0.4566 -0.39
O -1.9061 0.5425 3.8834 -0.52
C 0.2542 -1.6909 -1.8142 0.56
N -0.4798 -2.7406 -2.2863 -0.36
H -3.5446 1.7309 6.4762 0.39
H -3.1367 2.9325 2.8682 -0.14
H -0.0049 1.0733 3.4544 0.17
H 0.7978 -6.7704 -2.1196 0.33
H -1.3829 4.9264 -1.2730 0.26
H -2.1665 0.4389 2.9456 -0.03
H -2.6112 0.3439 6.0582 0.41
H -1.3116 3.6990 -3.4750 0.30
N -2.3556 -0.5316 0.9677 -0.07
N 4.7608 -0.2361 1.1591 -0.55
H 0.8950 0.9860 -3.9977 0.35
N 0.7671 1.6490 3.4781 -0.02
H 2.9960 -6.8161 -5.2536 0.38
H 3.2109 -5.0663 -3.2422 0.18
H -2.2743 -3.3611 2.6039 0.25
H 3.2945 -7.4658 -3.7405 0.40
H -0.5321 2.6975 -0.3143 0.08
H -1.9152 3.2913 3.9939 0.19
H -3.1350 5.0744 -1.4387 0.38
H 2.3828 -0.8225 1.8038 0.18
H 0.6308 1.2086 -2.3528 -0.12
```


(3)
C8H12N4O | ωB97M-V/def2-TZVPD

As for the total energy: -16492.25213 eV. As for the HOMO energy (spin up / spin down): -0.2643 / -0.2650 Eh. The calculation puts the energy relative to the best compared isomer or geometry (same formula, charge and spin) at 128.2 kcal per mole. For the gap between HOMO and LUMO (spin up / spin down), the calculation gives 7.32 / 7.36 eV. The largest force on an atom comes out at 0.09464 hartree/bohr.

```
25
Properties=species:S:1:pos:R:3:mulliken_charge:R:1
H -3.1722 -2.3481 -1.1198 0.23
N 1.2085 -0.4542 -0.0131 0.01
O 1.0684 -2.6348 0.8806 -0.49
H -3.7260 -0.6049 -1.2379 0.32
H 3.2999 0.8846 -2.0116 0.23
H -2.2839 2.8981 0.8859 0.35
C 0.3974 -1.5094 0.4535 0.81
H -2.4667 1.1898 -0.6148 0.28
N 1.8284 1.6186 -0.4562 -0.60
C -1.9760 -0.7180 -0.1378 0.47
H 3.2956 -1.0529 0.2821 0.26
N -1.9442 0.6590 0.0087 0.03
C 0.9404 0.8875 0.0310 0.45
C -0.9838 -1.5461 0.5397 -1.04
H -0.9684 2.7438 2.0174 0.32
C -3.0016 -1.2268 -0.8353 -1.04
C 2.5987 -0.6927 -0.5016 -0.53
N -1.0367 1.1534 0.8744 -0.27
C 3.0086 0.7575 -0.9095 -0.42
H 0.4678 -3.0262 1.4488 0.32
H 2.4969 -1.3625 -1.3517 0.36
H -1.3631 -2.4924 0.8967 0.29
H 3.9531 1.1566 -0.4200 0.26
C -1.1565 2.5238 0.9905 -0.84
H -0.4847 3.1963 0.3001 0.24
```


(4)
C2H3LiO2 | ωB97M-V/def2-TZVPD

The expectation value of S² is 0.75. As for the total energy: -6413.35791 eV. As for the HOMO energy (spin up / spin down): -0.5132 / -0.5667 Eh. As for the total charge: +1. As for the spin multiplicity: 2. The calculation puts the energy relative to the best compared isomer or geometry (same formula, charge and spin) at 48.5 kcal per mole. For the gap between HOMO and LUMO (spin up / spin down), the calculation gives 9.42 / 10.35 eV. The largest force on an atom comes out at 0.03478 hartree/bohr.

```
8
Properties=species:S:1:pos:R:3:mulliken_charge:R:1
C 0.2810 0.8637 0.1760 -0.15
H 1.3600 0.9420 0.3637 0.25
Li -1.0549 0.4147 -2.5252 0.95
O 0.3354 -1.5262 0.7858 -0.38
O -0.0623 0.1282 -1.0076 -0.52
C -0.3011 -0.4509 0.4147 0.18
H -0.1880 -2.0857 1.3802 0.43
H -0.3700 1.7141 0.4124 0.25
```


Q: Number 3 is which compound?
A: C8H12N4O